{"formula": "C27H50BCl20O5P", "method": "wB97M-V/def2-TZVPD", "elements": ["C", "P", "C", "C", "C", "C", "B", "O", "O", "C", "O", "O", "C", "O", "H", "H", "H", "H", "H", "H", "H", "H", "H", "H", "Cl", "C", "C", "Cl", "H", "H", "H", "H", "Cl", "C", "C", "Cl", "H", "H", "H", "H", "Cl", "C", "C", "Cl", "H", "H", "H", "H", "Cl", "C", "C", "Cl", "H", "H", "H", "H", "Cl", "C", "C", "Cl", "H", "H", "H", "H", "Cl", "C", "C", "Cl", "H", "H", "H", "H", "Cl", "C", "C", "Cl", "H", "H", "H", "H", "Cl", "C", "C", "Cl", "H", "H", "H", "H", "Cl", "C", "C", "Cl", "H", "H", "H", "H", "Cl", "C", "C", "Cl", "H", "H", "H", "H"], "xyz": [[-2.8488, -6.9871, 5.9819], [-2.4052, -5.9119, 4.4667], [-3.4655, -6.5185, 2.9790], [-0.5964, -6.3011, 3.9517], [0.2220, -5.5219, 2.9835], [-0.0789, -4.1697, 2.1067], [-0.7751, -2.9359, 2.9418], [-0.5708, -2.9486, 4.4324], [-1.6098, -1.8534, 2.3749], [1.6012, -6.4082, 2.9695], [2.4226, -6.3969, 1.8976], [1.6746, -7.1632, 4.2299], [0.2897, -7.5639, 4.5242], [-0.1214, -8.6803, 5.1572], [-4.0032, -6.8112, 6.2180], [-2.6455, -8.1315, 5.7275], [-2.1661, -6.6223, 6.8872], [-4.5299, -6.0117, 2.9287], [-3.6200, -7.6959, 3.0475], [-2.9022, -6.3282, 1.9588], [0.9805, -3.7624, 1.7374], [-0.6778, -4.4111, 1.1158], [-1.4389, -2.7364, 4.8871], [-0.9741, -1.2354, 1.9070], [0.5801, -0.0761, 0.3834], [0.0312, 1.4938, -0.2552], [-0.1476, 2.5298, 0.8425], [-1.5185, 2.1461, 1.9135], [-0.8982, 1.3286, -0.8090], [0.7938, 1.8308, -0.9639], [-0.3565, 3.5083, 0.4001], [0.7507, 2.6211, 1.4610], [-3.0376, -6.5816, 9.3323], [-2.7906, -5.1902, 10.4171], [-3.0615, -3.8654, 9.7231], [-1.8416, -3.4955, 8.4786], [-1.7687, -5.2403, 10.8058], [-3.4802, -5.3179, 11.2569], [-3.0271, -3.0500, 10.4516], [-4.0465, -3.8540, 9.2463], [2.4572, 1.4818, -4.2331], [1.9084, 3.0517, -4.8717], [1.7296, 4.0877, -3.7739], [0.3587, 3.7040, -2.7029], [0.9790, 2.8865, -5.4255], [2.6709, 3.3887, -5.5803], [1.5207, 5.0662, -4.2164], [2.6279, 4.1790, -3.1555], [6.2130, 3.0346, -4.8695], [6.6272, 4.7421, -4.5752], [5.6592, 5.4104, -3.6126], [4.0374, 5.6133, -4.3213], [6.6546, 5.2559, -5.5411], [7.6374, 4.7543, -4.1550], [6.0200, 6.4112, -3.3573], [5.5548, 4.8397, -2.6846], [-4.1287, 5.0762, -4.5954], [-3.4752, 5.8843, -3.1485], [-2.4846, 6.9817, -3.5015], [-0.9753, 6.3307, -4.1885], [-3.0206, 5.1208, -2.5097], [-4.3282, 6.3117, -2.6128], [-2.2079, 7.5369, -2.6003], [-2.9069, 7.6900, -4.2210], [-3.8177, 7.3037, -0.1807], [-3.3717, 6.2865, 1.2123], [-1.9230, 6.4839, 1.6274], [-0.7827, 5.8487, 0.4151], [-3.5778, 5.2439, 0.9507], [-4.0360, 6.5682, 2.0348], [-1.7264, 5.9452, 2.5591], [-1.6907, 7.5409, 1.7904], [4.6211, 4.7337, -7.8734], [5.4798, 4.6236, -9.4305], [6.9784, 4.4465, -9.2488], [7.7529, 5.9056, -8.5819], [5.2473, 5.5222, -10.0103], [5.0648, 3.7607, -9.9599], [7.4501, 4.2527, -10.2167], [7.2077, 3.6073, -8.5848], [-4.6572, -12.1442, -0.1113], [-3.2419, -11.1515, 0.3194], [-3.2842, -10.6880, 1.7663], [-4.5815, -9.5019, 2.0558], [-3.1972, -10.3058, -0.3738], [-2.3573, -11.7738, 0.1539], [-2.3423, -10.1962, 2.0269], [-3.4316, -11.5264, 2.4541], [6.9457, -8.4341, 0.8599], [6.2991, -6.9955, 1.6884], [6.4390, -5.7370, 0.8477], [8.1387, -5.2371, 0.6616], [6.8135, -6.8977, 2.6495], [5.2417, -7.1941, 1.8876], [5.9164, -4.9066, 1.3316], [6.0133, -5.8704, -0.1517], [-3.6167, 9.8092, -2.5823], [-4.8971, 10.9529, -3.0584], [-5.4904, 10.6180, -4.4171], [-4.3336, 10.8940, -5.7434], [-4.4741, 11.9621, -3.0407], [-5.6734, 10.8961, -2.2894], [-6.3551, 11.2587, -4.6134], [-5.8211, 9.5759, -4.4669]], "lowdin_charge": [-0.3638, 0.8956, -0.3451, -0.1993, -0.0567, -0.0280, -0.4578, -0.0013, 0.0167, -0.1884, -0.0028, 0.0204, -0.2059, 0.0015, 0.0636, 0.0566, 0.0041, 0.0597, -0.0496, 0.0565, 0.1389, 0.1362, 0.0977, 0.0163, 0.5974, -0.6728, -0.6815, 0.5448, 0.0758, 0.0144, -0.0414, 0.0773, 0.5733, -0.6523, -0.6628, 0.5387, 0.0712, 0.0721, 0.0718, 0.0706, 0.5393, -0.6590, -0.7451, 0.5729, 0.0754, 0.0350, 0.0068, 0.0092, 0.5344, -0.6589, -0.6065, 0.6531, 0.0373, 0.0752, 0.0757, 0.0764, 0.5397, -0.6989, -0.7141, 0.5573, 0.0616, 0.0232, 0.0061, 0.0380, 0.5898, -0.6303, -0.6298, 0.5996, 0.0724, 0.0755, 0.0761, 0.0723, 0.5408, -0.6540, -0.6584, 0.5355, 0.0707, 0.0741, 0.0728, 0.0695, 0.5343, -0.6653, -0.6347, 0.5883, 0.0704, 0.0734, 0.0755, 0.0733, 0.5285, -0.6652, -0.6698, 0.5256, 0.0701, 0.0579, 0.0716, 0.0704, 0.5927, -0.6388, -0.6610, 0.5407, 0.0716, 0.0748, 0.0729, 0.0708], "gap_ev": 7.16, "e_above_lowest_kcal_mol": 138.1, "lumo_energy_ha": -0.0425, "spin_multiplicity": 1, "total_energy_ev": -299460.041, "smiles": "CP(C)C1=C(CB(O)O)C(=O)OC1=O.ClCCCl.ClCCCl.ClCCCl.ClCCCl.ClCCCl.ClCCCl.ClCCCl.ClCCCl.ClCCCl.ClCCCl"}